17
Properties=species:S:1:pos:R:3 method="wB97M-V/def2-TZVPD" homo_energy_ha=-0.310 e_above_lowest_kcal_mol=138.4 orbital_gap_ev=9.225 multiplicity=1 total_energy_ha=-451.297647
O -2.29 -0.53 1.18
N 1.53 -1.62 2.01
N 0.32 -0.74 0.17
N -0.44 0.92 -1.32
N -1.81 0.33 0.14
C -0.65 0.11 -0.17
C 1.96 1.26 -1.53
C 0.77 1.17 -2.03
C 0.72 -0.90 1.44
H 2.91 1.75 -1.90
H -1.37 1.24 -1.79
H 0.59 1.51 -3.03
H 0.31 0.02 2.20
H -3.18 -0.48 1.37
H 1.91 1.33 -0.28
H 1.16 -0.90 -0.44
H 2.05 -2.40 1.31